(1)
{
  "formula": "C8H64B12Ca2O2",
  "method": "the ωB97M-V functional and the def2-TZVPD basis",
  "gap_ev": 1.401,
  "total_charge": -8,
  "elements": ["H", "H", "H", "H", "H", "C", "C", "H", "H", "B", "H", "H", "H", "H", "H", "C", "B", "H", "H", "B", "H", "H", "H", "H", "H", "H", "H", "H", "H", "H", "H", "H", "H", "B", "O", "O", "B", "H", "H", "H", "B", "H", "C", "B", "H", "Ca", "H", "H", "H", "H", "H", "H", "B", "H", "C", "Ca", "H", "H", "H", "H", "H", "C", "H", "B", "B", "H", "H", "H", "H", "H", "H", "H", "H", "H", "H", "H", "H", "H", "H", "H", "H", "H", "B", "H", "H", "C", "B", "C"],
  "xyz": [[-1.550, 2.572, 2.103], [-1.165, 1.119, -3.527], [0.383, -6.001, -1.618], [2.919, 0.107, 3.928], [-3.958, 0.064, -2.677], [-3.472, -0.724, -2.100], [-4.776, -0.783, -0.123], [1.459, 2.795, 3.378], [-0.418, 2.907, -0.099], [2.802, -2.287, 1.867], [0.299, -5.207, 0.540], [-5.350, -1.833, -1.914], [-1.079, -2.649, 0.001], [-3.961, -2.553, -1.116], [-1.126, -5.230, -2.170], [-0.182, -3.261, 0.103], [0.331, 3.440, -0.665], [0.266, -3.278, -2.753], [-2.788, -0.964, 0.783], [1.977, 2.869, 2.435], [-0.155, 4.175, -1.288], [-1.330, -0.128, 2.576], [0.950, 2.777, -1.248], [2.580, -2.771, 2.806], [-2.856, -1.311, -2.782], [-0.006, -0.821, -0.649], [-2.416, 3.880, -0.965], [-2.518, 2.368, -0.146], [-5.157, -1.345, 0.730], [-2.457, -1.041, 3.590], [2.017, -0.190, -2.513], [2.346, -2.696, 0.979], [2.437, -1.273, 1.821], [-0.221, 0.621, -3.370], [0.901, -3.057, -0.847], [-2.714, -0.024, -1.087], [-3.073, 3.045, -0.778], [2.447, -1.921, -2.670], [0.877, 0.695, -0.577], [1.582, -4.347, -2.376], [2.652, -0.914, -2.999], [-5.462, 0.039, -0.325], [-3.341, -0.267, 0.154], [-1.736, 3.427, 2.734], [1.324, 0.021, 3.215], [-1.222, 1.722, -1.544], [-0.298, 0.087, -2.436], [4.652, 1.137, -0.208], [-3.321, 2.679, -1.762], [2.627, 1.745, -1.881], [-1.716, 4.288, 2.085], [0.458, 1.412, -3.092], [1.883, -0.119, 4.127], [4.023, -0.412, 0.419], [0.676, -3.904, -1.961], [2.292, -1.212, -0.551], [-0.991, 3.500, 3.511], [1.851, -1.099, 4.578], [-2.113, 0.664, 3.860], [-3.999, 3.397, -0.350], [0.954, 3.994, 0.020], [-0.256, -5.124, -1.521], [1.881, 3.824, 1.942], [-1.685, -0.287, 3.582], [0.248, 0.018, -0.020], [-3.493, 0.694, 0.645], [1.456, 2.123, 1.855], [-2.725, 3.343, 3.158], [3.874, -2.195, 1.783], [3.662, -0.831, -2.628], [4.082, 0.956, 1.463], [-0.659, 0.548, 0.229], [3.737, 3.058, -1.888], [0.018, -0.029, -4.197], [2.999, 2.594, 2.648], [-0.893, -0.605, 4.242], [2.396, 3.032, -3.091], [0.804, -0.297, 0.849], [3.784, 1.939, -3.202], [1.456, 0.558, 4.851], [-1.472, -5.027, 0.463], [0.171, -2.940, 1.083], [3.114, 2.454, -2.531], [2.620, -0.806, -4.072], [2.912, 0.831, 0.113], [-0.531, -4.808, -0.042], [3.928, 0.663, 0.436], [-4.462, -1.608, -1.323]],
  "forces_ev_per_angstrom": [[0.83, -3.31, -2.10], [-4.44, 1.86, -1.40], [-0.24, 0.00, 0.28], [4.18, 0.83, -1.12], [-0.36, 0.02, -0.24], [-0.13, 0.23, 0.34], [1.17, -0.29, 0.46], [-2.61, -2.09, 4.17], [-2.34, -1.50, 2.50], [0.07, -0.79, 0.19], [-0.16, -0.72, 0.04], [-0.04, -0.04, -0.34], [0.09, 0.27, -0.95], [-0.04, 0.00, 0.41], [-0.19, 0.61, 0.52], [-0.11, -0.96, -0.15], [0.36, 0.57, 0.75], [-0.34, -0.09, -0.05], [0.23, 0.17, -0.02], [2.83, 2.12, -0.67], [-2.18, 2.90, -3.18], [1.40, 0.45, -4.05], [2.27, -2.60, -2.35], [-1.26, -2.20, 3.42], [0.46, 0.12, 0.26], [-0.95, -3.17, -2.27], [2.30, 3.29, -0.60], [0.97, -2.18, 2.58], [0.05, -0.02, 0.12], [-3.67, -3.72, -0.15], [-2.21, 2.38, 1.55], [-1.48, -2.70, -2.93], [-1.32, 4.04, 0.44], [0.31, -0.61, -1.07], [-1.58, -1.51, 0.37], [-1.17, -1.84, -0.95], [-0.92, 0.69, 0.47], [-1.47, -4.48, 0.88], [2.48, 2.44, -2.20], [0.50, 0.37, 0.62], [0.15, -0.13, -0.52], [0.04, 0.11, -0.24], [-1.31, 1.05, 1.41], [-0.26, 0.46, -0.16], [-2.64, 1.36, -4.08], [1.60, 0.34, 0.59], [-0.48, -2.66, 2.66], [2.64, 2.16, -2.60], [-1.06, -2.14, -4.24], [-1.78, -2.65, 2.32], [0.17, 3.94, -2.60], [2.82, 2.88, 0.31], [1.69, -1.01, 1.14], [0.94, -4.21, 0.23], [-1.28, -0.72, -0.79], [-0.02, 1.11, 0.07], [3.38, 0.23, 3.37], [-0.17, -4.05, 2.01], [-1.65, 3.83, 1.40], [-3.83, 1.36, 1.98], [2.32, 1.96, 2.43], [1.48, 0.19, -0.17], [-0.01, 3.15, -2.55], [0.16, -0.12, 0.60], [-0.73, -0.22, 0.37], [0.86, -0.07, 0.39], [-4.07, -3.38, -2.25], [-4.55, -0.41, 2.08], [4.46, 0.31, -0.51], [4.38, 0.81, 1.47], [0.92, 0.97, 4.26], [-3.19, 1.73, 1.42], [2.53, 2.94, 2.84], [1.11, -2.28, -3.27], [4.28, -0.20, 1.64], [3.05, -1.20, 2.78], [-2.90, 2.55, -2.37], [1.68, -1.03, 3.41], [2.86, -2.55, -3.09], [-2.60, 3.20, 2.74], [0.16, -0.11, -0.18], [0.36, -0.38, 0.04], [0.25, 0.76, -0.60], [-0.12, 0.29, -4.21], [-3.90, 1.24, -1.64], [0.64, 1.94, 0.05], [0.67, 0.35, 0.11], [-0.38, -0.21, -1.62]],
  "lowdin_charge": [-0.057, -0.087, -0.082, -0.053, 0.103, -0.192, -0.212, 0.018, -0.084, -0.469, 0.084, -0.006, 0.106, 0.090, -0.050, -0.157, -0.489, 0.117, 0.119, -0.251, -0.046, -0.061, -0.050, -0.055, 0.115, -0.036, -0.052, -0.087, 0.081, -0.127, -0.077, -0.098, -0.063, -0.542, -0.311, -0.276, -0.547, -0.090, -0.032, 0.074, -0.554, 0.094, -0.188, -0.495, 0.011, 1.083, -0.085, -0.038, -0.072, -0.062, -0.089, -0.036, -0.419, -0.097, -0.219, 1.076, -0.084, -0.073, -0.083, -0.059, -0.043, -0.701, -0.036, -0.463, -0.541, 0.123, 0.066, -0.116, -0.053, -0.049, -0.031, -0.026, -0.084, -0.035, -0.041, -0.095, -0.079, -0.020, -0.085, -0.045, 0.052, 0.121, -0.508, -0.042, -0.040, -0.203, -0.423, -0.388]
}



(2)
{
  "formula": "C34H48MoN4O8PSSe4",
  "method": "the ωB97M-V functional and the def2-TZVPD basis",
  "gap_ev": [6.342, 6.791],
  "total_charge": -1,
  "s_squared": 2.066,
  "spin_multiplicity": 3,
  "relative_energy_kcal_mol": 5.67,
  "elements": ["O", "C", "H", "C", "O", "C", "S", "C", "O", "H", "C", "H", "H", "H", "C", "H", "H", "Se", "C", "C", "C", "Se", "H", "C", "H", "C", "C", "O", "C", "H", "H", "H", "C", "O", "H", "H", "H", "H", "O", "C", "H", "C", "H", "H", "H", "Mo", "H", "H", "C", "C", "H", "C", "C", "H", "H", "C", "H", "H", "H", "H", "C", "O", "P", "C", "H", "H", "Se", "C", "H", "H", "H", "H", "C", "H", "C", "Se", "C", "H", "H", "N", "C", "H", "C", "N", "H", "H", "C", "H", "N", "O", "H", "H", "H", "N", "C", "H", "C", "C", "H", "H", "C"],
  "xyz": [[-0.214, 3.366, -5.780], [-0.368, 2.050, -3.177], [2.278, 6.405, 0.764], [0.901, 2.766, -3.628], [2.201, -1.290, 6.183], [-3.347, 0.704, 4.922], [1.017, -2.116, -2.119], [3.005, 0.848, 3.205], [1.914, -2.571, -3.147], [2.009, 0.920, -3.429], [-3.241, -0.475, 2.409], [2.003, 0.686, 5.576], [-0.483, 5.673, 3.162], [-5.821, -2.253, 0.661], [-2.097, -3.750, 0.337], [0.062, 7.298, 1.488], [3.924, 1.218, 3.665], [3.408, 0.846, 1.285], [-2.322, -0.183, 4.616], [1.064, 3.203, 1.585], [2.615, -0.475, 3.857], [-0.703, 1.849, -1.254], [3.644, 0.018, 5.678], [-3.819, -3.594, 2.024], [-3.385, 1.168, 5.900], [0.901, 4.203, -3.100], [2.620, -0.200, 5.371], [-1.777, -0.721, 0.094], [3.630, -1.577, 3.540], [-0.965, 2.796, -5.591], [-1.425, -3.273, -0.367], [-0.997, -2.655, -3.205], [-4.313, 1.005, 3.974], [0.723, -3.038, -1.046], [2.047, 3.432, 1.209], [-1.558, -0.407, 5.351], [3.005, 2.330, -3.779], [-2.829, -6.802, 1.615], [4.974, -1.150, 3.744], [-1.144, 5.873, 0.424], [0.176, 4.791, -3.667], [-2.043, -5.125, 0.535], [1.272, 5.675, 2.913], [0.520, -0.053, 3.637], [-1.249, 2.607, -3.508], [1.129, 0.504, 0.012], [1.103, 1.775, -5.541], [-4.398, -5.436, 2.952], [-6.662, 0.004, -1.714], [2.143, 1.980, -3.208], [-3.377, 0.717, -1.217], [-2.878, -5.731, 1.461], [0.310, 5.452, 2.449], [-1.296, 6.533, -0.431], [3.487, -1.914, 2.512], [-2.997, -2.988, 1.074], [1.779, 3.412, -5.479], [2.736, 4.459, -2.573], [-2.018, 5.941, 1.074], [0.869, -1.750, 3.995], [-3.764, -4.965, 2.211], [2.154, 4.859, -3.236], [-3.000, -1.207, 0.773], [-2.268, -0.770, 3.364], [2.224, 1.585, 3.411], [-7.510, 0.314, -2.311], [0.960, -1.489, 1.568], [-4.484, -0.796, -0.185], [-1.149, -1.216, -2.146], [1.303, -1.525, 5.930], [-5.105, 1.705, 4.208], [-1.456, -1.441, 3.103], [-6.800, -1.033, -0.800], [3.463, -2.424, 4.209], [-4.346, 0.239, -1.107], [2.717, 2.108, -1.342], [-5.713, -1.434, -0.037], [-1.084, 4.851, 0.038], [-5.327, 1.442, -2.584], [-0.887, 3.326, 2.530], [-0.532, -1.724, -2.889], [-0.339, -1.087, -3.748], [-5.437, 0.637, -1.867], [0.232, 4.015, 2.229], [-7.753, -1.534, -0.688], [-1.333, -5.711, -0.034], [0.138, 6.257, 1.157], [1.254, 6.787, -0.624], [0.480, 2.029, 1.503], [1.484, -0.776, -1.599], [-4.475, -2.990, 2.642], [5.239, -0.691, 2.937], [-5.008, 0.666, 1.973], [-0.725, 2.135, 2.097], [1.355, 6.135, 0.244], [-0.404, 1.061, -3.637], [1.206, -0.879, 3.424], [0.937, 2.793, -5.166], [0.584, 4.184, -2.055], [1.471, 5.122, -0.146], [-4.260, 0.418, 2.716]],
  "forces_ev_per_angstrom": [[-0.03, 0.02, -0.01], [0.00, -0.02, -0.01], [0.00, 0.01, 0.00], [0.01, 0.01, 0.01], [-0.01, -0.02, 0.02], [-0.01, 0.02, 0.00], [-0.11, -0.07, -0.05], [0.01, -0.04, 0.04], [0.02, 0.00, -0.06], [0.00, 0.00, 0.01], [0.03, -0.02, 0.00], [-0.01, 0.00, 0.00], [0.00, 0.02, -0.02], [0.00, -0.03, 0.04], [-0.08, -0.08, -0.05], [-0.01, 0.00, 0.00], [0.00, 0.00, -0.02], [-0.06, 0.05, -0.02], [-0.02, 0.00, -0.03], [0.01, -0.02, 0.15], [0.01, -0.02, -0.02], [0.11, -0.05, 0.08], [0.00, 0.00, 0.00], [0.04, 0.01, 0.00], [0.00, 0.01, 0.00], [-0.04, -0.01, 0.03], [0.01, 0.02, -0.02], [-0.11, -0.14, -0.18], [-0.02, -0.01, -0.02], [0.01, -0.01, 0.00], [0.05, 0.00, 0.08], [0.04, -0.04, -0.02], [0.01, 0.00, 0.00], [-0.01, -0.02, -0.05], [0.00, -0.01, -0.01], [0.00, 0.00, 0.01], [0.00, 0.00, 0.01], [0.00, 0.00, 0.00], [0.03, 0.01, 0.00], [0.02, 0.01, -0.02], [0.00, -0.01, -0.01], [0.03, 0.03, -0.06], [-0.01, -0.03, 0.02], [-0.01, -0.03, -0.04], [0.00, 0.00, 0.01], [0.12, 0.19, -0.05], [-0.01, 0.00, 0.00], [0.00, -0.01, 0.00], [0.01, 0.00, 0.00], [-0.01, -0.01, -0.03], [0.00, 0.00, -0.02], [-0.02, 0.01, 0.02], [0.02, 0.01, 0.02], [-0.01, 0.00, 0.00], [0.01, 0.00, 0.01], [-0.01, 0.07, -0.01], [0.00, 0.00, 0.00], [-0.01, 0.00, -0.01], [0.00, -0.01, 0.00], [0.00, -0.01, 0.00], [0.01, -0.01, -0.01], [0.04, 0.00, 0.01], [0.00, 0.09, 0.13], [-0.02, -0.01, 0.03], [0.00, 0.00, -0.02], [0.00, 0.00, 0.00], [-0.02, 0.06, -0.09], [0.00, -0.03, 0.01], [-0.02, 0.02, -0.03], [0.00, 0.00, 0.00], [0.00, 0.00, 0.01], [-0.03, 0.00, 0.01], [0.00, 0.00, 0.01], [-0.01, 0.00, 0.00], [0.02, 0.01, 0.02], [-0.02, 0.01, 0.10], [0.03, 0.01, -0.02], [-0.01, -0.01, 0.00], [0.00, 0.00, 0.00], [0.03, -0.08, 0.08], [0.00, 0.06, 0.11], [0.00, -0.02, -0.01], [0.00, 0.00, 0.00], [-0.03, -0.01, -0.16], [0.00, 0.00, 0.00], [0.01, 0.00, 0.02], [0.01, 0.00, 0.00], [-0.01, 0.01, 0.00], [0.06, -0.11, -0.20], [-0.04, 0.08, 0.27], [-0.02, 0.01, -0.03], [-0.01, 0.00, 0.00], [0.00, -0.01, 0.00], [-0.04, 0.06, 0.01], [0.02, -0.02, -0.01], [0.00, 0.00, 0.02], [0.05, 0.08, 0.00], [0.02, -0.02, 0.01], [0.02, 0.03, 0.03], [-0.02, -0.01, -0.03], [0.00, 0.00, -0.02]],
  "lowdin_charge": [-0.062, -0.502, 0.084, -0.579, -0.058, -0.088, 0.403, -0.528, -0.316, 0.061, -0.263, 0.124, 0.124, 0.097, -0.053, 0.132, 0.062, 0.546, -0.080, -0.200, -0.585, 0.646, 0.126, -0.095, 0.099, -0.260, -0.218, -0.443, -0.248, 0.072, 0.076, 0.067, -0.086, -0.395, 0.082, 0.099, 0.065, 0.098, -0.074, -0.068, 0.129, -0.060, 0.129, 0.050, 0.056, 0.740, 0.129, 0.097, -0.093, -0.509, 0.049, -0.088, -0.106, 0.082, 0.071, -0.263, 0.128, 0.026, 0.078, 0.053, -0.091, -0.084, 0.766, -0.092, 0.048, 0.098, 0.692, -0.263, 0.028, 0.065, 0.098, 0.067, -0.090, 0.129, -0.066, 0.542, -0.077, 0.048, 0.103, 0.088, -0.146, 0.050, -0.075, -0.080, 0.099, 0.110, -0.404, 0.087, -0.192, -0.598, 0.106, 0.055, 0.103, 0.035, -0.065, 0.049, -0.519, -0.214, 0.054, 0.048, -0.067]
}



(3)
{
  "formula": "C4H8N2OS",
  "method": "the ωB97M-V functional and the def2-TZVPD basis",
  "gap_ev": 8.751,
  "smiles": "CS/N=C/N(C)C=O",
  "relative_energy_kcal_mol": 23.69,
  "elements": ["H", "H", "C", "N", "C", "H", "H", "C", "C", "H", "H", "H", "S", "O", "N", "H"],
  "xyz": [[-4.503, 0.493, -0.026], [2.895, 1.273, -0.020], [1.767, 1.159, -0.041], [-0.930, 0.120, -0.010], [2.456, -1.200, 0.015], [-3.225, 1.505, -0.770], [0.043, -1.760, -0.084], [0.093, -0.642, -0.047], [-3.463, 0.824, 0.050], [3.422, -0.697, 0.021], [-3.284, 1.338, 0.998], [2.384, -1.866, -0.836], [-2.446, -0.655, -0.082], [1.021, 2.101, -0.072], [1.414, -0.185, -0.028], [2.357, -1.809, 0.934]],
  "forces_ev_per_angstrom": [[0.15, 0.10, 0.05], [-0.83, -0.08, -0.02], [0.55, 0.15, 0.01], [0.57, -0.74, -0.10], [-0.17, -0.09, 0.72], [-0.10, -0.12, 0.05], [0.00, 0.78, -0.01], [-0.67, -0.21, 0.07], [0.15, 0.07, -0.04], [-0.04, -0.18, -0.04], [-0.11, -0.19, -0.11], [0.09, -0.07, -0.25], [0.07, 0.25, 0.08], [0.27, -0.36, 0.01], [-0.10, 0.38, -0.03], [0.17, 0.30, -0.39]],
  "lowdin_charge": [0.028, 0.137, -0.307, -0.283, -0.057, 0.033, 0.126, -0.287, -0.416, 0.080, 0.034, 0.085, 0.799, 0.053, -0.124, 0.099]
}